Formula: C30H38Cl2FN5OPbSSi
Source: the Open Molecules 2025 dataset
Level of theory: ωB97M-V/def2-TZVPD

```
80
Properties=species:S:1:pos:R:3:forces:R:3
Pb -0.743 -0.451 -0.604 0.8 1.1 -0.3
N -0.345 -4.232 0.173 -0.5 -0.2 0.1
C 0.427 -5.223 -0.606 0.1 -0.5 -0.3
C 0.473 -4.850 -2.087 0.1 0.2 0.2
C 1.279 -3.589 -2.406 0.1 -0.4 -0.4
N 0.500 -2.363 -2.123 0.3 -0.3 0.0
C 2.639 -3.600 -1.702 -0.2 0.1 0.0
C 2.578 -3.973 -0.228 0.5 -0.4 -0.3
N 1.835 -2.911 0.504 0.1 0.2 0.0
C 1.845 -5.298 -0.034 -0.2 0.2 0.0
H -1.193 -3.977 -0.320 -0.1 -0.1 0.1
H 0.771 -3.223 0.383 0.3 0.4 0.3
H -0.618 -4.637 1.064 -0.1 0.0 0.0
H -0.036 -6.215 -0.533 0.0 0.1 0.0
H -0.543 -4.735 -2.470 -0.1 -0.1 -0.1
H 0.916 -5.689 -2.623 0.0 0.0 0.0
H 1.497 -3.610 -3.484 0.0 0.0 0.2
H -0.303 -2.389 -2.745 0.0 0.0 -0.1
H 1.055 -1.575 -2.453 -0.1 0.3 -0.1
H 3.117 -2.627 -1.824 0.1 0.1 0.0
H 3.268 -4.333 -2.208 0.1 0.0 0.0
H 3.598 -4.044 0.161 -0.2 0.1 0.0
H 1.995 -1.973 0.119 0.0 -0.3 0.3
H 2.070 -2.878 1.496 0.0 0.1 -0.1
H 1.806 -5.565 1.022 0.1 -0.1 0.1
H 2.388 -6.083 -0.558 0.1 0.0 0.1
Cl 3.175 0.988 -3.858 0.2 -0.3 -0.2
C 2.145 2.080 -3.039 -1.2 -0.5 0.8
C 2.423 3.440 -3.076 -0.4 0.8 0.3
C 1.606 4.349 -2.433 0.0 -0.8 -0.1
Cl 1.969 6.019 -2.518 0.1 0.4 0.0
C 0.483 3.897 -1.685 0.4 0.0 -0.1
C -0.387 4.749 -0.982 -0.2 -0.2 0.2
C -1.400 4.212 -0.223 0.2 0.2 -0.2
C -1.532 2.824 -0.154 0.0 0.0 0.0
N -0.758 2.003 -0.833 -0.6 -0.4 0.2
C 0.226 2.504 -1.611 0.8 0.0 -0.6
C 1.033 1.557 -2.337 1.0 2.0 -0.4
O 0.752 0.313 -2.326 -1.0 -2.0 0.7
H 3.290 3.783 -3.618 0.0 0.1 0.0
H -0.236 5.817 -1.040 0.0 0.1 0.0
H -2.081 4.844 0.324 0.0 0.1 0.1
H -2.289 2.374 0.473 -0.1 0.0 0.1
C 1.039 1.964 6.151 0.2 -0.2 -0.7
Si 1.443 1.542 4.345 0.0 0.2 0.1
C 3.056 0.547 4.191 -0.6 0.4 0.0
C 1.453 3.135 3.300 0.1 -0.6 0.4
C -0.050 0.523 3.682 0.5 0.3 0.1
C -1.165 0.317 4.479 -0.1 -0.1 -0.1
C -2.320 -0.270 3.975 0.0 0.0 -0.1
C -2.340 -0.599 2.637 -0.3 0.0 0.3
N -1.282 -0.430 1.850 -0.2 0.0 0.0
C -0.153 0.083 2.359 -0.2 -0.2 0.0
S 1.167 0.110 1.226 0.1 0.1 -1.0
H 1.839 2.569 6.565 0.2 0.1 0.1
H 0.942 1.086 6.780 0.0 -0.2 0.1
H 0.124 2.543 6.237 -0.2 0.1 0.0
H 3.869 1.109 4.638 0.2 0.2 0.1
H 3.322 0.353 3.157 0.0 0.0 -0.2
H 3.002 -0.405 4.711 -0.1 -0.1 0.1
H 2.209 3.815 3.675 0.2 0.2 0.1
H 0.497 3.649 3.358 -0.2 0.0 0.1
H 1.667 2.946 2.252 0.1 -0.1 -0.2
H -1.133 0.616 5.515 0.0 0.1 0.1
H -3.181 -0.433 4.601 -0.1 -0.1 0.0
H -3.213 -1.024 2.163 -0.2 0.0 0.0
F -4.021 4.448 -3.744 0.1 -0.6 0.2
C -3.821 3.200 -3.342 0.1 0.1 0.0
C -3.005 2.366 -4.106 0.0 0.1 -0.1
C -2.770 1.090 -3.664 0.0 0.1 0.1
C -3.348 0.615 -2.458 0.2 0.0 0.1
C -3.089 -0.690 -2.004 -0.3 0.6 -0.4
C -4.183 1.493 -1.721 0.0 0.0 -0.1
C -4.421 2.771 -2.158 -0.2 0.0 0.1
H -2.583 2.740 -5.026 0.1 0.0 -0.1
H -2.142 0.425 -4.236 0.1 0.0 -0.1
H -2.684 -1.394 -2.711 0.3 -0.2 0.0
H -3.701 -1.098 -1.217 0.1 -0.1 0.3
H -4.650 1.132 -0.817 -0.1 0.0 0.1
H -5.067 3.448 -1.621 0.0 0.0 0.0
```
Positions in Å, forces in eV/Å.

Net charge   +2
Electronic energy   -92936.10112 eV
HOMO level   -0.439 Eh
F_max   0.0454 Eh/bohr
ΔE to the lowest compared entry with this formula, charge and spin   2.478 eV
HOMO-LUMO gap   3.9 eV
LUMO level   -8.01 eV

Here are the Mulliken charges for atoms 1 to 4, given in e: atom 1 (Pb): 0.88, atom 2 (N): -0.44, atom 3 (C): 0.03, atom 4 (C): -1.50

Formula: C5H8S2
Source: the Open Molecules 2025 dataset
Level of theory: ωB97M-V/def2-TZVPD

```
15
Properties=species:S:1:pos:R:3:forces:R:3
S -1.711 -1.461 -0.333 2.1 -1.1 -0.6
C -0.675 -0.263 0.495 -0.2 2.2 -0.5
C 0.508 -0.698 1.292 0.4 1.3 0.9
S 1.901 -0.875 0.000 0.7 -0.7 1.1
C 1.069 -0.016 -1.271 -1.3 3.7 0.5
C 0.038 0.800 -0.385 1.3 0.1 -0.3
C -1.237 1.277 0.148 -2.8 0.0 1.4
H -0.630 -2.345 -0.764 -1.6 1.3 0.6
H 0.593 -1.625 1.797 -0.9 -1.2 0.3
H 0.677 0.045 2.110 0.5 -0.2 -1.0
H 1.630 0.716 -1.822 1.1 0.4 0.3
H 0.667 -0.532 -2.046 -1.6 -2.4 -1.8
H 0.726 1.499 0.122 0.1 -1.1 0.6
H -2.223 1.429 -0.381 1.1 -1.1 0.3
H -1.332 2.049 1.037 1.2 -1.5 -1.9
```
Positions in Å, forces in eV/Å.

Electronic energy   -26980.93674 eV
HOMO level   -0.312 Eh
F_max   0.0770 Eh/bohr
ΔE to the lowest compared entry with this formula, charge and spin   4.221 eV
HOMO-LUMO gap   9.2 eV
LUMO level   0.72 eV

Here are the Mulliken charges for atoms 1 to 4, given in e: atom 1 (S): -0.23, atom 2 (C): 0.26, atom 3 (C): -0.78, atom 4 (S): -0.12

Formula: C9H11NO2
Source: the Open Molecules 2025 dataset
Level of theory: ωB97M-V/def2-TZVPD

```
23
Properties=species:S:1:pos:R:3:forces:R:3
N 0.203 -1.000 2.228 0.4 -1.0 -0.6
C -0.401 0.254 1.887 0.8 -0.2 -2.7
C 0.548 1.168 1.075 0.1 -1.6 -1.5
C 0.846 0.502 -0.298 0.1 1.2 -0.3
C 0.568 1.166 -1.508 0.1 -1.9 0.5
C 0.722 0.520 -2.731 0.3 0.8 -0.8
C 1.339 -0.744 -2.799 -0.8 0.9 -0.9
C 1.665 -1.329 -1.608 1.1 0.1 0.2
C 1.524 -0.718 -0.370 -0.6 0.1 0.7
C -1.789 0.062 1.239 -1.2 -3.1 2.3
O -2.571 -0.832 1.623 2.2 2.2 -1.1
O -2.121 0.867 0.280 -0.2 2.6 -1.3
H 0.300 -1.668 1.417 -0.7 1.1 1.4
H -0.474 -1.343 2.883 0.0 -1.2 0.3
H -0.575 0.736 2.772 -0.6 1.3 2.5
H 0.188 2.203 1.066 0.1 -0.1 -0.4
H 1.548 1.164 1.454 0.3 0.2 1.3
H 0.275 2.176 -1.435 -0.7 1.0 -0.3
H 0.422 1.111 -3.619 0.4 -0.7 0.4
H 1.651 -1.257 -3.746 -0.7 0.7 0.9
H 2.238 -2.206 -1.727 0.5 -1.2 0.5
H 1.922 -1.153 0.570 -0.2 0.1 -1.0
H -1.522 1.667 0.234 -0.8 -1.5 -0.1
```
Positions in Å, forces in eV/Å.

Electronic energy   -15095.86038 eV
HOMO level   -0.345 Eh
F_max   0.0779 Eh/bohr
ΔE to the lowest compared entry with this formula, charge and spin   1.324 eV
HOMO-LUMO gap   9.9 eV
LUMO level   0.55 eV

Here are the Mulliken charges for atoms 1 to 4, given in e: atom 1 (N): -0.66, atom 2 (C): 0.17, atom 3 (C): -1.72, atom 4 (C): 0.85

Question: Which of these has the lowest ΔE to the lowest compared entry with this formula, charge and spin?
Answer: C9H11NO2